{"formula": "C9H8F2O2S", "method": "ωB97M-V/def2-TZVPD", "orbital_gap_ev": [9.0, 5.2], "e_above_lowest_ev": 0.7246, "total_charge": 0, "total_energy_ha": -1096.0393, "largest_force_ev_per_a": 4.14, "species": ["C", "C", "C", "C", "C", "C", "C", "C", "C", "O", "O", "F", "F", "S", "H", "H", "H", "H", "H", "H", "H", "H"], "xyz": [[3.02, 0.22, 1.32], [3.25, -1.06, 0.93], [1.80, 0.81, 1.15], [2.26, -1.82, 0.38], [0.80, 0.06, 0.67], [0.95, -1.27, 0.38], [-2.22, 0.41, -1.06], [-0.89, 0.94, -0.78], [-3.41, 0.33, -0.06], [-0.51, 0.67, 0.50], [-2.63, 0.22, -2.33], [-0.92, 2.31, -0.79], [-0.02, 0.60, -1.77], [-0.35, -2.19, -0.16], [3.79, 0.85, 1.71], [4.21, -1.52, 1.17], [1.62, 1.80, 1.42], [2.46, -2.82, -0.02], [-3.81, -0.65, 0.15], [-4.16, 1.07, -0.65], [-3.21, 0.85, 0.88], [-2.02, 0.20, -3.05]]}